No. 1
# C22H28NO2

The ion C22H28NO2 with charge +1 (wB97M-V/def2-TZVPD, OMol25).

Values from the calculation:
* HOMO level: -11.233 eV
* total charge: +1
* HOMO-LUMO gap: 7.692 eV

Geometry (Å):
1 H 3.17 -2.09 6.45
2 H -0.76 1.46 0.71
3 H -2.23 0.35 1.51
4 H 0.06 1.50 2.83
5 C -1.88 -0.24 -1.47
6 C -3.33 -0.66 -1.60
7 H -1.43 -0.03 -4.78
8 C 0.24 1.64 -3.74
9 C -3.27 -1.37 0.90
10 C 1.18 -0.16 -2.41
11 H -4.91 -1.63 -0.48
12 C 0.74 0.65 2.69
13 H -2.93 0.48 -3.94
14 H 1.64 2.98 -4.66
15 C -1.17 -0.28 -0.23
16 H 1.09 -1.16 -1.93
17 C 1.83 2.33 0.27
18 H -0.04 -0.69 -0.31
19 C 2.63 1.52 -3.40
20 H -3.84 -1.30 1.84
21 O 0.77 1.63 -0.52
22 H -1.30 -1.12 1.73
23 H 2.83 -2.56 2.01
24 H -4.65 0.06 0.01
25 H -3.02 -2.43 0.75
26 C 1.66 -0.97 1.15
27 H -3.30 -1.66 -2.09
28 H 1.56 -1.32 6.27
29 H 3.04 -0.38 5.92
30 C 2.58 -1.38 5.87
31 C -4.12 -0.88 -0.28
32 C 1.53 2.13 -4.01
33 H 2.74 1.69 0.45
34 H 1.47 2.73 1.26
35 H -3.95 -0.01 -2.28
36 H 3.65 1.97 -3.53
37 H 2.21 3.17 -0.34
38 C 0.00 0.77 0.30
39 C 2.45 0.37 -2.61
40 H 3.33 -0.09 -2.15
41 H 1.71 -1.37 0.14
42 C 0.81 0.11 1.42
43 O 2.63 -1.92 4.53
44 H -2.40 -1.24 -3.90
45 C 0.05 0.53 -2.88
46 C -2.06 -0.19 -3.89
47 H -0.64 2.09 -4.19
48 C 1.33 -0.01 3.77
49 C -1.95 -0.59 1.02
50 H 1.20 0.39 4.78
51 C 2.05 -1.20 3.53
52 N -1.28 0.04 -2.66
53 C 2.26 -1.66 2.20

These are the Mulliken partial charges, in e, on atoms 1 to 5: H 0.246; H 0.539; H 0.392; H 0.441; C 0.574

No. 2
# C5H5NO

The molecule C5H5NO (wB97M-V/def2-TZVPD, OMol25).

Values from the calculation:
* HOMO level (alpha / beta): -7.459 / -7.448 eV
* total charge: 0
* HOMO-LUMO gap (alpha / beta): 7.016 / 7.004 eV

Geometry (Å):
1 H -2.02 0.09 0.10
2 H 0.88 1.03 -2.20
3 N 0.16 -1.21 1.61
4 C -0.99 -1.38 0.98
5 C -1.21 -0.53 -0.33
6 O 0.02 0.62 -2.03
7 H 1.53 1.49 0.09
8 H 1.73 0.05 2.05
9 H -1.66 -1.09 -1.15
10 C 0.90 -0.13 1.36
11 C 0.78 0.72 0.25
12 C -0.11 0.34 -0.73

These are the Mulliken partial charges, in e, on atoms 1 to 5: H 0.273; H 0.331; N -0.441; C -0.416; C -0.377